(1)
DFT (the ωB97M-V functional and the def2-TZVPD basis) results for a 11-piece molecular cluster, C23H68O11 overall in a non-equilibrium geometry.

Bonds (Å) are listed after each position.
Element x y z (Å)
1 C -3.750 2.379 1.257  O2 1.475, H3 1.090, H4 1.090, H5 1.090
2 O -4.889 1.462 1.450  C1 1.475, H6 0.960
3 H -3.927 3.453 1.316  C1 1.090
4 H -2.880 2.166 1.878  C1 1.090
5 H -3.227 2.072 0.351  C1 1.090
6 H -5.515 1.717 0.769  O2 0.960
7 C -4.276 -0.567 -1.728  O8 1.364, H9 1.090, H10 1.090, H11 1.090
8 O -4.139 -1.835 -1.247  C7 1.364, H12 0.960
9 H -5.318 -0.247 -1.723  C7 1.090
10 H -3.659 0.087 -1.112  C7 1.090
11 H -3.795 -0.453 -2.700  C7 1.090
12 H -4.547 -1.849 -0.378  O8 0.960
13 C -0.119 0.415 0.247  C14 1.523, H17 1.090, H18 1.090, H19 1.090
14 C 0.818 -0.470 1.058  C13 1.523, C15 1.536, O16 1.374, H20 1.090
15 C 1.391 -1.740 0.411  C14 1.536, H21 1.090, H22 1.090, H23 1.090
16 O 1.923 0.221 1.492  C14 1.374, H24 0.960
17 H 0.253 0.790 -0.706  C13 1.090
18 H -0.199 1.334 0.828  C13 1.090
19 H -1.026 -0.172 0.105  C13 1.090
20 H 0.220 -0.814 1.903  C14 1.090
21 H 2.070 -1.521 -0.414  C15 1.090
22 H 0.695 -2.438 -0.054  C15 1.090
23 H 1.872 -2.300 1.213  C15 1.090
24 H 2.441 0.134 0.688  O16 0.960
25 C 1.746 3.676 0.927  C26 1.578, H29 1.090, H30 1.090, H31 1.090
26 C 2.291 5.117 0.586  C25 1.578, C27 1.530, O28 1.411, H32 1.090
27 C 3.281 5.108 -0.581  C26 1.530, H33 1.090, H34 1.090, H35 1.090
28 O 1.283 6.034 0.219  C26 1.411, H36 0.960
29 H 2.513 2.939 1.165  C25 1.090
30 H 1.099 3.354 0.111  C25 1.090
31 H 1.153 3.893 1.815  C25 1.090
32 H 2.758 5.556 1.468  C26 1.090
33 H 2.899 4.828 -1.562  C27 1.090
34 H 4.160 4.486 -0.411  C27 1.090
35 H 3.720 6.101 -0.677  C27 1.090
36 H 1.567 6.947 0.136  O28 0.960
37 C 3.971 -3.110 -3.218  C38 1.529, H41 1.090, H42 1.090, H43 1.090
38 C 5.054 -3.824 -2.408  C37 1.529, C39 1.492, O40 1.397, H44 1.090
39 C 6.289 -4.144 -3.181  C38 1.492, H45 1.090, H46 1.090, H47 1.090
40 O 5.326 -2.980 -1.329  C38 1.397, H48 0.960
41 H 4.192 -2.085 -3.516  C37 1.090
42 H 3.062 -3.205 -2.625  C37 1.090
43 H 3.638 -3.654 -4.102  C37 1.090
44 H 4.764 -4.766 -1.942  C38 1.090
45 H 7.074 -3.388 -3.215  C39 1.090
46 H 6.082 -4.317 -4.237  C39 1.090
47 H 6.812 -5.013 -2.781  C39 1.090
48 H 4.543 -2.931 -0.776  O40 0.960
49 C -0.833 1.017 -3.781  C50 1.612, H53 1.090, H54 1.090, H55 1.090
50 C -0.760 2.577 -3.379  C49 1.612, C51 1.498, O52 1.464, H56 1.090
51 C -0.860 3.559 -4.506  C50 1.498, H57 1.090, H58 1.090, H59 1.090
52 O -1.917 2.709 -2.492  C50 1.464, H60 0.960
53 H 0.080 0.957 -4.373  C49 1.090
54 H -1.745 0.697 -4.285  C49 1.090
55 H -0.817 0.404 -2.880  C49 1.090
56 H 0.178 2.826 -2.882  C50 1.090
57 H -0.028 3.493 -5.207  C51 1.090
58 H -0.882 4.549 -4.051  C51 1.090
59 H -1.795 3.404 -5.044  C51 1.090
60 H -1.564 3.191 -1.740  O52 0.960
61 C -1.280 -4.449 -1.864  C62 1.543, H65 1.090, H66 1.090, H67 1.090
62 C -1.275 -5.145 -3.242  C61 1.543, C63 1.538, O64 1.433, H68 1.090
63 C 0.059 -4.967 -3.988  C62 1.538, H69 1.090, H70 1.090, H71 1.090
64 O -1.437 -6.564 -3.126  C62 1.433, H72 0.960
65 H -1.511 -3.400 -2.050  C61 1.090
66 H -0.355 -4.570 -1.302  C61 1.090
67 H -1.990 -4.836 -1.133  C61 1.090
68 H -2.193 -4.765 -3.690  C62 1.090
69 H 0.960 -4.995 -3.375  C63 1.090
70 H 0.003 -3.998 -4.484  C63 1.090
71 H 0.198 -5.702 -4.781  C63 1.090
72 H -1.263 -7.022 -3.951  O64 0.960
73 C -3.738 -1.298 4.031  C74 1.519, H77 1.090, H78 1.090, H79 1.090
74 C -3.513 -1.459 2.537  C73 1.519, C75 1.513, O76 1.395, H80 1.090
75 C -2.845 -2.782 2.235  C74 1.513, H81 1.090, H82 1.090, H83 1.090
76 O -4.724 -1.564 1.854  C74 1.395, H84 0.960
77 H -4.167 -0.311 4.202  C73 1.090
78 H -2.809 -1.053 4.546  C73 1.090
79 H -4.304 -2.045 4.589  C73 1.090
80 H -2.960 -0.653 2.054  C74 1.090
81 H -3.431 -3.629 2.593  C75 1.090
82 H -1.917 -2.918 2.791  C75 1.090
83 H -2.659 -2.888 1.166  C75 1.090
84 H -5.226 -0.769 2.046  O76 0.960
85 C -1.473 3.789 5.934  C86 1.546, H89 1.090, H90 1.090, H91 1.090
86 C -0.981 2.387 5.506  C85 1.546, C87 1.579, O88 1.461, H92 1.090
87 C -0.385 2.206 4.055  C86 1.579, H93 1.090, H94 1.090, H95 1.090
88 O -0.012 1.958 6.512  C86 1.461, H96 0.960
89 H -2.189 3.802 6.756  C85 1.090
90 H -2.129 4.207 5.171  C85 1.090
91 H -0.658 4.467 6.188  C85 1.090
92 H -1.807 1.705 5.706  C86 1.090
93 H -1.079 2.623 3.326  C87 1.090
94 H -0.271 1.167 3.746  C87 1.090
95 H 0.571 2.707 3.902  C87 1.090
96 H 0.786 2.413 6.236  O88 0.960
97 O 3.209 1.225 3.883  H98 0.957, H99 0.957
98 H 3.887 1.384 3.226  O97 0.957
99 H 2.546 0.710 3.423  O97 0.957
100 O 4.267 -0.438 -0.232  H101 0.957, H102 0.957
101 H 4.937 0.194 0.029  O100 0.957
102 H 4.405 -0.561 -1.171  O100 0.957

frontier orbital gap (spin up / spin down) = 9.21 / 2.23 eV
max |F| = 3.0 eV Å⁻¹
2S+1 = 2
net charge = +1
relative energy (zero: lowest compared OMol25 entry of this formula, charge and spin) = 99.3 kJ/mol
<S²> = 0.756

Löwdin atomic charge list, values in e, 4 entries:
1. C -0.0939
2. O -0.1298
3. H 0.0951
4. H 0.0546

=====

(2)
DFT (the ωB97M-V functional and the def2-TZVPD basis) results for a 10-piece molecular cluster, C23H70N14O10 overall in a non-equilibrium geometry.

Bonds (Å) are listed after each position.
Element x y z (Å)
1 C -6.651 30.085 -38.565  C2 1.469, H4 1.090, H5 1.090, H6 1.090
2 C -7.282 29.223 -39.573  C1 1.469, O3 1.425, H7 1.090, H8 1.090
3 O -6.512 28.025 -39.607  C2 1.425, H9 0.960
4 H -6.478 29.614 -37.598  C1 1.090
5 H -7.338 30.925 -38.460  C1 1.090
6 H -5.664 30.434 -38.869  C1 1.090
7 H -7.195 29.667 -40.565  C2 1.090
8 H -8.340 29.079 -39.354  C2 1.090
9 H -6.655 27.608 -38.754  O3 0.960
10 C -9.393 32.993 -36.729  O11 1.261, N12 1.286, N13 1.275
11 O -9.492 31.862 -37.278  C10 1.261
12 N -9.979 34.073 -37.110  C10 1.286, H14 1.010, H15 1.010
13 N -8.666 33.211 -35.704  C10 1.275, H16 1.010, H17 1.010
14 H -10.462 34.098 -37.997  N12 1.010
15 H -9.655 34.897 -36.625  N12 1.010
16 H -8.411 32.338 -35.265  N13 1.010
17 H -8.622 34.079 -35.189  N13 1.010
18 C -4.288 28.861 -34.291  O19 1.222, N20 1.320, N21 1.290
19 O -5.060 28.174 -34.944  C18 1.222
20 N -2.995 29.023 -34.499  C18 1.320, H22 1.010, H23 1.010
21 N -4.591 29.435 -33.176  C18 1.290, H24 1.010, H25 1.010
22 H -2.513 28.597 -35.278  N20 1.010
23 H -2.461 29.442 -33.751  N20 1.010
24 H -3.748 29.796 -32.751  N21 1.010
25 H -5.310 29.146 -32.528  N21 1.010
26 C -6.344 31.239 -29.578  O27 1.227, N28 1.326, N29 1.261
27 O -6.007 32.260 -28.986  C26 1.227
28 N -6.189 31.102 -30.888  C26 1.326, H30 1.010, H31 1.010
29 N -6.951 30.238 -29.109  C26 1.261, H32 1.010, H33 1.010
30 H -6.322 30.178 -31.272  N28 1.010
31 H -5.568 31.743 -31.361  N28 1.010
32 H -7.111 29.400 -29.649  N29 1.010
33 H -7.428 30.385 -28.231  N29 1.010
34 C -7.937 35.473 -33.231  O35 1.211, N36 1.314, N37 1.305
35 O -7.946 35.724 -34.416  C34 1.211
36 N -8.611 36.154 -32.332  C34 1.314, H38 1.010, H39 1.010
37 N -7.324 34.446 -32.710  C34 1.305, H40 1.010, H41 1.010
38 H -8.888 37.100 -32.553  N36 1.010
39 H -8.448 35.822 -31.393  N36 1.010
40 H -6.797 33.846 -33.329  N37 1.010
41 H -7.682 34.061 -31.848  N37 1.010
42 C -8.257 29.926 -34.119  O43 1.220, N44 1.271, N45 1.332
43 O -7.609 30.959 -34.087  C42 1.220
44 N -9.452 29.875 -33.691  C42 1.271, H46 1.010, H47 1.010
45 N -7.829 28.756 -34.591  C42 1.332, H48 1.010, H49 1.010
46 H -9.891 30.685 -33.278  N44 1.010
47 H -9.980 29.014 -33.737  N44 1.010
48 H -8.413 27.935 -34.519  N45 1.010
49 H -6.827 28.629 -34.605  N45 1.010
50 C 0.580 34.769 -37.672  C51 1.592, H56 1.090, H57 1.090, H58 1.090
51 C 1.070 35.597 -36.404  C50 1.592, C52 1.564, N55 1.421, H59 1.090
52 C -0.094 35.586 -35.360  C51 1.564, O53 1.445, H60 1.090, H61 1.090
53 O 0.442 36.081 -34.113  C52 1.445, C54 1.422
54 C -0.490 35.791 -33.079  O53 1.422, H62 1.090, H63 1.090, H64 1.090
55 N 2.268 34.958 -35.982  C51 1.421, H65 1.010, H66 1.010
56 H 1.364 34.879 -38.421  C50 1.090
57 H -0.388 35.167 -37.974  C50 1.090
58 H 0.291 33.776 -37.326  C50 1.090
59 H 1.098 36.641 -36.714  C51 1.090
60 H -0.433 34.551 -35.324  C52 1.090
61 H -0.923 36.182 -35.740  C52 1.090
62 H -0.446 34.729 -32.837  C54 1.090
63 H -1.472 36.094 -33.441  C54 1.090
64 H -0.283 36.298 -32.136  C54 1.090
65 H 2.602 35.394 -35.135  N55 1.010
66 H 1.970 34.053 -35.647  N55 1.010
67 C -3.525 38.237 -36.112  C68 1.478, H73 1.090, H74 1.090, H75 1.090
68 C -3.760 39.592 -36.653  C67 1.478, C69 1.571, N72 1.463, H76 1.090
69 C -5.280 39.927 -36.866  C68 1.571, O70 1.442, H77 1.090, H78 1.090
70 O -6.064 38.975 -37.613  C69 1.442, C71 1.366
71 C -7.372 39.369 -37.654  O70 1.366, H79 1.090, H80 1.090, H81 1.090
72 N -3.137 40.446 -35.642  C68 1.463, H82 1.010, H83 1.010
73 H -4.067 38.005 -35.195  C67 1.090
74 H -2.483 38.056 -35.851  C67 1.090
75 H -3.764 37.475 -36.854  C67 1.090
76 H -3.145 39.695 -37.547  C68 1.090
77 H -5.376 40.944 -37.247  C69 1.090
78 H -5.838 40.023 -35.934  C69 1.090
79 H -7.890 38.818 -38.439  C71 1.090
80 H -7.697 40.407 -37.734  C71 1.090
81 H -7.770 39.128 -36.669  C71 1.090
82 H -3.812 40.480 -34.891  N72 1.010
83 H -3.223 41.346 -36.093  N72 1.010
84 C -3.375 33.729 -34.304  C85 1.552, H90 1.090, H91 1.090, H92 1.090
85 C -4.764 33.173 -34.714  C84 1.552, C86 1.640, N89 1.468, H93 1.090
86 C -4.740 32.249 -36.069  C85 1.640, O87 1.397, H94 1.090, H95 1.090
87 O -4.194 32.909 -37.173  C86 1.397, C88 1.457
88 C -5.061 33.991 -37.623  O87 1.457, H96 1.090, H97 1.090, H98 1.090
89 N -5.295 32.426 -33.567  C85 1.468, H99 1.010, H100 1.010
90 H -3.081 34.428 -35.086  C84 1.090
91 H -2.742 32.847 -34.399  C84 1.090
92 H -3.326 34.082 -33.274  C84 1.090
93 H -5.323 34.090 -34.902  C85 1.090
94 H -5.722 31.855 -36.329  C86 1.090
95 H -4.082 31.398 -35.898  C86 1.090
96 H -6.133 33.797 -37.583  C88 1.090
97 H -4.788 34.059 -38.676  C88 1.090
98 H -4.699 34.925 -37.195  C88 1.090
99 H -6.124 31.910 -33.823  N89 1.010
100 H -4.697 31.630 -33.398  N89 1.010
101 C -3.116 29.062 -29.862  C102 1.507, H107 1.090, H108 1.090, H109 1.090
102 C -2.634 30.387 -30.395  C101 1.507, C103 1.616, N106 1.458, H110 1.090
103 C -1.556 31.070 -29.404  C102 1.616, O104 1.410, H111 1.090, H112 1.090
104 O -0.961 32.248 -29.902  C103 1.410, C105 1.438
105 C -1.824 33.322 -30.312  O104 1.438, H113 1.090, H114 1.090, H115 1.090
106 N -2.087 30.259 -31.740  C102 1.458, H116 1.010, H117 1.010
107 H -3.988 28.620 -30.344  C101 1.090
108 H -3.470 29.291 -28.858  C101 1.090
109 H -2.272 28.375 -29.802  C101 1.090
110 H -3.459 31.100 -30.367  C102 1.090
111 H -0.696 30.400 -29.384  C103 1.090
112 H -1.980 31.098 -28.401  C103 1.090
113 H -2.515 33.513 -29.492  C105 1.090
114 H -2.389 33.087 -31.214  C105 1.090
115 H -1.138 34.162 -30.421  C105 1.090
116 H -1.789 31.150 -32.110  N106 1.010
117 H -1.223 29.786 -31.514  N106 1.010

frontier orbital gap (spin up / spin down) = 2.15 / 8.57 eV
max |F| = 6.5 eV Å⁻¹
2S+1 = 2
net charge = -1
<S²> = 0.750

Löwdin atomic charge list, values in e, 4 entries:
1. C -0.1088
2. C -0.3337
3. O -0.0917
4. H 0.0750

=====

> Number 2 is which compound?

C23H70N14O10

=====

> Look up the 2S+1 of the first one.

2

=====

> Which of these has the lowest net charge?

C23H70N14O10

=====

> Which formula does entry 2 have?

C23H70N14O10